Below is a molecular structure, C10H20BiClI2NO2P, with properties calculated with ωB97M-V with the def2-TZVPD basis set.

CARTESIAN COORDINATES (ANGSTROEM)
I: -6.926601 1.083440 -0.233537
I: -6.307833 2.770000 1.776866
Bi: -0.330692 1.006802 -0.745958
P: -0.407936 3.001087 -2.384261
C: -1.978147 3.731530 -2.530838
C: 0.767243 4.156344 -1.794242
H: 1.099224 1.856209 -3.856841
H: 0.202200 3.235670 -4.586342
H: -0.605476 1.647813 -4.356333
C: 0.122893 2.353023 -3.925335
H: 1.761295 3.711703 -1.657813
H: 0.813792 4.933254 -2.579763
H: -1.838928 4.549579 -3.262747
H: -2.339972 4.157487 -1.583951
H: 0.453064 4.623413 -0.847545
H: -2.739575 3.036446 -2.913232
C: -2.328523 1.260034 -0.341332
O: -3.528831 1.408883 -0.107573
Cl: 2.008114 0.811071 -1.259180
O: 0.160285 -0.477346 0.530204
C: 0.776127 -1.347967 1.236591
C: -0.081417 -1.882486 2.323248
C: -0.278794 -3.373607 2.119908
C: 0.921889 -4.181014 2.605863
C: 2.223566 -3.942333 1.850527
C: 2.750020 -2.505386 1.938575
N: 2.020822 -1.616163 1.017626
H: 0.432486 -1.644586 3.242474
H: -1.042316 -1.377406 2.303823
H: -1.123445 -3.645964 2.739860
H: -0.493725 -3.591297 1.066463
H: 1.086295 -3.936329 3.658298
H: 0.661751 -5.228658 2.509735
H: 2.972092 -4.572459 2.321782
H: 2.117454 -4.225674 0.795834
H: 2.630959 -2.145845 2.967093
H: 3.794883 -2.497372 1.669162
H: 2.575757 -1.141897 0.292892

Cartesian forces, eV/Å:
0.04 0.32 0.39
-0.10 -0.33 -0.41
3.62 0.36 -1.80
0.21 -0.47 0.23
-1.32 0.83 -0.29
0.66 1.08 0.30
-0.21 0.22 0.06
0.07 -0.39 -0.02
0.18 0.30 0.17
0.17 -0.22 -1.18
-0.27 0.05 -0.14
0.18 -0.08 0.35
-0.33 -0.15 0.23
0.19 -0.04 -0.25
0.03 -0.14 -0.35
0.28 0.17 0.01
-14.07 1.65 2.83
9.11 -1.15 -1.63
1.86 0.17 -0.69
-0.54 -1.13 0.64
-0.66 1.19 0.09
0.53 -0.46 -0.37
0.37 -0.39 0.53
-0.12 0.21 -0.35
-0.03 0.16 0.10
-0.41 -0.87 0.10
0.93 -0.24 0.49
0.00 -0.17 0.68
0.18 0.24 -0.09
-0.35 -0.25 -0.15
-0.17 0.01 0.19
-0.05 -0.24 0.08
0.07 -0.25 0.24
0.19 -0.19 -0.19
0.17 -0.05 0.16
0.19 0.15 -0.20
0.22 0.27 -0.09
-0.82 -0.15 0.33

Values from the calculation:
Calculated total energy ... -60112.763 eV
Relative energy (zero: lowest compared OMol25 entry of this formula, charge and spin) ... 94.7 kcal per mole
Orbital gap (alpha / beta) ... 0.1312 / 0.1399 hartree
Lowest unoccupied orbital energy (alpha / beta) ... -9.91 / -9.67 eV
Net charge ... +2